# 1
104
Properties=species:S:1:pos:R:3:forces:R:3:mulliken_charge:R:1 method="wB97M-V/def2-TZVPD" smiles="CCOB(O)[C@]1([PH2]=N)[C@@](CC)(C[C@@H](C)OCc2ccccc2)OC(=O)[C@]1(CC(C)C)OCC.O=C1OC[C@@H](F)O1.O=C1OC[C@@H](F)O1.O=C1OC[C@@H](F)O1" spin_multiplicity=1 charge=0 homo_lumo_gap_ev=9.077 lumo_ev=0.544 total_energy_ev=-85352.973 homo_ev=-8.53 fmax_ev_per_a=3.2
C -1.782 5.562 3.514 0.1 -0.6 -0.2 -1.41
C -1.331 4.143 3.152 -0.2 1.4 0.5 -0.24
O -1.716 3.831 1.801 0.9 -0.8 0.0 -0.55
B -0.634 3.873 0.927 -0.5 0.2 0.1 1.00
O 0.113 5.029 0.879 0.4 -0.2 0.6 -0.82
C -0.305 2.571 0.061 -0.8 -0.6 0.4 1.59
P 0.356 1.523 1.469 0.4 0.9 0.6 0.41
N 1.463 2.282 2.315 -0.4 0.2 -0.2 -0.71
C 0.747 2.743 -1.072 1.4 0.7 0.2 1.44
C 0.682 4.043 -1.903 -1.0 0.2 -0.1 -1.07
C -0.699 4.496 -2.381 0.2 0.4 -0.1 -1.26
C 2.252 2.670 -0.644 -0.5 -0.4 -0.6 -2.32
C 2.835 1.246 -0.664 0.4 0.6 -0.4 1.85
C 3.503 1.006 -2.036 -0.3 -0.7 0.4 -1.92
O 3.763 1.165 0.403 0.1 -0.1 -0.3 -0.45
C 4.279 -0.137 0.574 0.2 -0.5 0.8 -1.25
C 3.264 -1.112 1.151 1.1 1.0 -0.9 0.49
C 2.822 -0.980 2.441 0.1 0.4 0.6 -0.16
C 1.929 -1.899 2.930 -0.1 0.3 1.0 -0.63
C 1.505 -2.930 2.141 -1.1 -1.3 0.2 -0.23
C 1.928 -3.059 0.846 0.2 -0.3 -0.8 -1.48
C 2.822 -2.139 0.356 0.1 0.0 -0.6 0.47
O 0.507 1.655 -1.980 -1.1 0.1 0.7 -0.14
C -0.813 1.315 -1.913 0.4 0.2 -1.1 -0.47
O -1.293 0.736 -2.843 -0.4 -0.1 0.4 -0.64
C -1.549 1.802 -0.598 2.3 -1.0 -2.0 0.81
C -1.940 0.421 0.013 -1.3 0.5 -0.7 -2.16
C -3.129 -0.252 -0.740 -0.3 -0.8 0.5 0.93
C -2.716 -1.609 -1.347 -0.7 0.3 -0.4 -1.74
C -4.329 -0.514 0.212 -0.2 0.0 0.0 -1.59
O -2.579 2.570 -1.150 -0.3 0.2 1.2 -0.36
C -3.676 2.853 -0.274 -0.7 0.4 -0.3 -0.22
C -3.989 4.349 -0.192 0.1 -0.3 0.4 -1.24
H -2.871 5.566 3.553 0.0 0.3 0.2 0.32
H -1.434 6.259 2.753 -0.1 0.0 -0.1 0.28
H -1.320 5.863 4.457 -0.3 0.0 0.1 0.41
H -0.252 4.100 3.309 0.0 -0.2 -0.3 0.23
H -1.784 3.419 3.834 -0.1 -0.1 -0.2 0.42
H 1.014 4.880 1.207 0.0 0.0 -0.4 0.36
H 0.746 0.286 0.925 -0.2 0.0 0.1 -0.48
H -0.757 1.293 2.303 -0.1 -0.3 -0.5 0.15
H 1.118 2.370 3.266 0.3 -0.1 0.1 0.34
H 1.134 4.863 -1.346 0.0 -0.1 0.1 0.35
H 1.300 3.892 -2.791 0.1 -0.3 0.1 0.74
H -0.554 5.295 -3.114 0.0 0.0 0.0 0.64
H -1.283 3.718 -2.870 0.1 0.0 0.1 0.24
H -1.296 4.935 -1.580 0.0 -0.2 0.0 0.06
H 2.787 3.226 -1.417 0.1 0.0 0.1 0.69
H 2.444 3.206 0.283 -0.1 -0.4 0.2 0.16
H 2.078 0.464 -0.557 -0.1 0.2 0.1 -0.17
H 4.472 1.501 -2.094 0.0 0.1 0.0 0.40
H 3.625 -0.075 -2.158 0.3 0.1 -0.2 0.29
H 2.843 1.328 -2.840 0.0 0.1 0.0 0.46
H 5.092 -0.052 1.301 0.0 0.2 -0.1 0.52
H 4.725 -0.583 -0.318 -0.2 0.4 0.0 0.30
H 3.180 -0.175 3.069 0.0 0.1 -0.1 0.29
H 1.562 -1.832 3.947 0.0 0.1 0.0 0.50
H 0.817 -3.664 2.543 0.0 0.1 0.1 0.49
H 1.621 -3.869 0.198 -0.2 -0.1 0.2 0.49
H 3.202 -2.204 -0.656 0.0 -0.1 -0.1 0.46
H -1.102 -0.261 -0.135 0.2 0.2 0.5 0.38
H -2.235 0.498 1.056 0.3 0.0 0.1 0.50
H -3.496 0.353 -1.566 0.3 0.2 0.0 0.43
H -2.447 -2.350 -0.591 0.2 0.1 0.0 0.39
H -1.953 -1.506 -2.117 0.2 0.0 0.2 0.35
H -3.608 -1.983 -1.859 0.1 -0.2 0.0 0.35
H -5.201 0.098 -0.029 0.1 0.1 0.0 0.27
H -4.092 -0.338 1.264 0.1 0.0 -0.1 0.37
H -4.675 -1.547 0.146 0.1 0.0 -0.1 0.45
H -3.529 2.461 0.731 0.3 -0.1 -0.1 0.30
H -4.562 2.369 -0.699 0.1 -0.2 0.1 0.47
H -4.499 4.512 0.761 -0.1 0.1 -0.1 0.37
H -4.649 4.688 -0.988 0.2 0.0 -0.1 0.35
H -3.080 4.948 -0.166 0.0 0.0 -0.1 0.14
O -6.373 -2.986 -2.187 0.0 0.0 0.0 -0.49
C -6.289 -2.762 -3.346 0.1 -0.2 0.4 0.65
O -5.167 -2.954 -4.087 -0.4 0.2 -0.1 -0.30
C -5.508 -2.696 -5.453 0.5 0.0 -0.2 -0.39
C -6.717 -1.803 -5.315 -0.3 -0.3 -0.1 0.31
F -7.593 -1.982 -6.334 0.0 0.0 0.0 -0.29
O -7.304 -2.266 -4.114 0.4 0.2 0.0 -0.31
H -5.748 -3.636 -5.952 -0.2 0.1 0.0 0.28
H -4.685 -2.216 -5.975 0.1 0.0 0.2 0.26
H -6.487 -0.741 -5.221 -0.1 0.0 -0.1 0.28
O -0.341 -3.816 4.867 0.0 -0.1 0.0 -0.48
C 0.506 -4.432 5.421 -0.3 0.1 -0.1 0.67
O 0.758 -4.374 6.753 0.2 -0.1 -0.2 -0.33
C 1.756 -5.355 7.048 0.1 0.1 0.4 -0.47
C 2.427 -5.533 5.708 -0.1 -0.4 -0.1 0.31
F 2.876 -6.800 5.536 0.0 0.0 -0.1 -0.29
O 1.368 -5.289 4.802 0.1 0.3 0.2 -0.24
H 1.275 -6.274 7.388 0.1 -0.1 -0.2 0.29
H 2.434 -5.002 7.821 -0.1 0.2 0.0 0.27
H 3.241 -4.833 5.511 0.1 -0.1 0.0 0.29
O 6.108 -2.156 -0.772 0.2 -0.3 -0.1 -0.51
C 6.095 -2.873 -1.715 0.2 0.1 0.3 0.67
O 7.019 -2.857 -2.708 -0.2 -0.1 0.0 -0.32
C 6.735 -3.952 -3.583 0.3 0.1 -0.3 -0.47
C 5.271 -4.197 -3.314 0.0 -0.4 0.2 0.29
F 4.947 -5.505 -3.445 -0.1 0.0 0.0 -0.28
O 5.143 -3.821 -1.955 0.0 0.4 -0.3 -0.26
H 7.350 -4.810 -3.305 -0.2 -0.1 0.1 0.30
H 6.940 -3.689 -4.618 0.0 0.2 0.1 0.27
H 4.592 -3.596 -3.922 -0.1 -0.1 0.0 0.30

---

# 2
86
Properties=species:S:1:pos:R:3:forces:R:3:mulliken_charge:R:1 method="wB97M-V/def2-TZVPD" spin_multiplicity=1 de_lowest_kcal_mol=0.0 charge=-1 homo_lumo_gap_ev="2.663 / 2.665" lumo_ev="1.964 / 1.964" total_energy_ev=-90459.507 homo_ev="-0.70 / -0.70" fmax_ev_per_a=3.7
Lu 3.398 0.956 2.254 1.2 -0.5 2.2 -0.24
P -0.321 0.340 -1.185 0.0 -0.4 0.8 0.73
Cl 2.697 3.124 1.523 -0.4 1.3 -0.7 -0.44
C -1.060 -0.315 0.380 0.3 1.9 0.1 -0.64
H -0.386 0.048 1.183 -0.2 0.0 -0.3 -0.62
H -2.006 0.235 0.512 -0.1 0.3 -0.3 0.78
C 1.516 0.610 -1.095 0.0 0.3 0.0 0.68
C -1.041 2.049 -1.259 0.1 0.0 0.0 -0.43
C 2.180 0.655 -2.485 -0.1 -0.1 -0.3 -0.83
H 1.581 1.626 -0.653 -0.1 -0.3 -0.1 0.55
C 3.673 0.996 -2.400 -0.1 0.0 0.0 -1.14
H 2.063 -0.322 -2.981 0.1 0.3 0.2 0.10
H 1.683 1.391 -3.139 0.1 -0.2 0.2 0.11
C 4.433 0.093 -1.424 -0.1 0.2 0.2 -0.99
H 4.106 0.917 -3.404 0.0 0.0 0.1 0.44
H 3.775 2.046 -2.096 0.1 -0.1 0.1 0.46
C 3.748 0.136 -0.047 0.0 0.4 -1.5 -0.11
H 4.463 -0.941 -1.788 -0.1 0.1 0.0 0.41
H 5.469 0.434 -1.328 -0.1 0.0 0.0 0.51
C 2.283 -0.318 -0.135 -0.3 0.0 0.1 1.65
H 4.314 -0.478 0.688 0.0 0.2 -0.3 0.24
H 3.762 1.244 0.231 0.3 -1.0 -0.8 0.18
H 2.213 -1.361 -0.469 0.1 0.2 0.2 0.16
H 1.778 -0.296 0.859 0.2 -0.3 -0.7 -2.00
C -0.863 -0.700 -2.619 -0.2 0.2 -0.1 -0.01
C -2.548 2.054 -1.575 -0.1 0.0 -0.1 -0.76
H -0.911 2.381 -0.211 0.0 -0.1 -0.2 0.84
C -3.133 3.470 -1.448 0.2 -0.1 0.1 -0.96
H -2.720 1.682 -2.596 0.0 0.1 0.2 0.14
H -3.092 1.378 -0.902 0.2 0.1 -0.1 0.44
C -2.387 4.501 -2.301 0.1 -0.1 -0.1 -0.64
H -4.193 3.447 -1.727 0.1 0.0 0.1 0.41
H -3.080 3.774 -0.393 0.0 0.0 -0.1 0.38
C -0.870 4.459 -2.085 0.0 -0.1 0.2 -0.97
H -2.608 4.327 -3.362 0.0 -0.1 0.1 0.32
H -2.756 5.505 -2.066 0.0 -0.1 -0.1 0.35
C -0.271 3.044 -2.149 0.0 0.0 -0.3 -0.37
H -0.368 5.088 -2.831 -0.1 -0.1 0.2 0.40
H -0.638 4.885 -1.099 0.0 -0.1 -0.1 0.40
H -0.276 2.692 -3.194 -0.1 0.1 0.2 0.20
H 0.783 3.110 -1.842 -0.3 -0.1 -0.1 0.12
C -0.100 -2.033 -2.718 0.1 -0.2 0.2 0.20
H -1.915 -0.934 -2.361 0.3 0.1 0.0 0.93
C -0.686 -2.940 -3.813 -0.1 0.2 0.1 -0.94
H 0.961 -1.845 -2.938 -0.3 0.0 0.0 0.07
H -0.132 -2.565 -1.760 0.0 0.1 -0.1 -0.34
C -0.809 -2.241 -5.173 0.1 0.0 0.1 -0.73
H -0.056 -3.832 -3.906 -0.2 0.1 0.0 0.42
H -1.681 -3.280 -3.491 0.1 0.0 0.0 0.36
C -1.480 -0.867 -5.073 0.0 0.0 0.2 -0.96
H 0.191 -2.126 -5.613 -0.1 0.0 0.1 0.34
H -1.381 -2.877 -5.857 0.1 0.1 0.0 0.41
C -0.868 0.022 -3.980 0.2 0.1 -0.1 -0.47
H -1.414 -0.346 -6.036 -0.1 -0.1 0.1 0.41
H -2.548 -1.004 -4.851 0.1 0.0 0.0 0.38
H 0.165 0.287 -4.259 -0.3 -0.1 0.0 0.18
H -1.432 0.964 -3.928 0.2 -0.3 0.0 0.13
C 0.049 -2.554 0.840 -2.3 0.4 -2.5 -0.86
C -1.279 -1.775 0.559 1.6 -2.7 0.2 0.94
H 0.683 -2.800 -0.012 -0.2 0.0 0.1 -0.05
C -2.264 -2.001 1.723 0.1 0.3 -0.2 -1.74
H -1.716 -2.206 -0.360 -0.3 0.3 0.1 0.52
C -1.561 -1.803 3.066 -0.1 -0.3 0.2 0.40
H -3.111 -1.309 1.642 -0.1 0.0 0.0 0.47
H -2.655 -3.023 1.647 0.1 0.1 0.1 0.45
C -0.563 -2.933 3.293 0.4 -0.1 -0.6 -1.09
H -0.993 -0.868 3.077 -0.3 0.0 -0.1 -0.55
H -2.290 -1.750 3.887 0.0 0.0 -0.1 0.38
C 0.511 -2.901 2.171 0.9 0.0 1.4 -0.85
H -0.086 -2.839 4.277 0.0 0.0 -0.1 0.42
H -1.086 -3.900 3.264 -0.1 0.1 0.0 0.47
H 1.268 -2.159 2.483 0.2 -0.3 0.6 0.02
H 1.030 -3.874 2.131 0.0 0.1 0.3 0.36
C 1.451 0.195 2.893 -2.0 -0.4 3.1 -0.75
C 0.993 0.056 4.048 1.3 0.5 -3.1 -0.43
C 0.537 -0.149 5.357 -0.6 -0.1 1.4 1.02
C -0.754 0.284 5.746 0.5 -0.2 0.1 -0.26
C -1.168 0.114 7.064 0.2 -0.2 0.0 -0.62
C -0.318 -0.495 7.997 0.1 0.0 -0.2 -0.34
C 0.954 -0.946 7.611 -0.4 0.2 0.0 -0.57
C 1.386 -0.772 6.303 -0.3 0.2 -0.3 -0.35
H -1.400 0.758 5.002 0.2 -0.2 0.3 0.37
H -2.159 0.460 7.361 0.3 -0.1 0.0 0.35
H -0.647 -0.622 9.030 0.1 0.0 -0.3 0.35
H 1.611 -1.431 8.334 -0.2 0.1 -0.1 0.37
H 2.375 -1.107 5.979 -0.3 0.1 0.1 0.37